DFT (ωB97M-V with the def2-TZVPD basis set) results for the ion C4H7NO3 with charge -1.

Results
<S²>: 0.7532
HOMO (alpha / beta) (eV): -0.07 / -3.63
LUMO level (alpha / beta) (Ha): 0.1308 / 0.1283

The geometry in ORCA input format:
```
! wB97M-V def2-TZVPD RIJCOSX def2/J DEFGRID3
* xyz -1 2
H 0.005 -0.792 1.815
C -0.057 -0.354 -0.296
H -0.964 -1.853 0.867
O -0.398 -2.244 -1.803
O -1.970 -0.157 1.334
C 0.896 1.939 -0.363
C -0.754 -0.793 1.011
O 0.243 2.306 -1.327
C 0.402 -1.468 -1.191
H 1.448 2.701 0.198
H 1.444 0.446 0.858
N 1.016 0.629 -0.035
H -0.848 0.252 -0.772
H 1.480 -1.387 -1.404
H -1.943 0.775 1.108
*
```



DFT (ωB97M-V with the def2-TZVPD basis set) results for the molecule C2H6NP.

Results
HOMO (eV): -8.09
LUMO level (Ha): -0.0015

The geometry in ORCA input format:
```
! wB97M-V def2-TZVPD RIJCOSX def2/J DEFGRID3
* xyz 0 1
C -0.763 -0.973 -1.175
H 2.154 1.811 -0.153
H -0.120 -1.786 -1.629
C 1.226 1.422 0.366
H -1.627 -1.337 -0.536
H 1.431 1.748 1.413
P 0.291 0.035 0.246
N -0.412 -0.199 1.638
H -1.263 -0.623 1.645
H -0.916 -0.098 -1.816
*
```



DFT (ωB97M-V with the def2-TZVPD basis set) results for the ion C2H7N2O with charge +1.

Results
HOMO (eV): -14.34
LUMO level (Ha): -0.1375

The geometry in ORCA input format:
```
! wB97M-V def2-TZVPD RIJCOSX def2/J DEFGRID3
* xyz 1 1
C -0.247 0.420 0.397
H 2.313 0.080 0.912
N 2.089 -0.349 0.116
O 0.335 1.197 -0.502
H -1.819 -1.030 0.366
H -2.277 -0.139 -1.074
N -1.796 -0.116 -0.109
H -2.243 0.545 0.534
H -0.545 0.853 1.390
H 0.535 -0.881 -1.072
H 2.848 -0.433 -0.608
C 0.808 -0.147 -0.349
*
```



DFT (ωB97M-V with the def2-TZVPD basis set) results for a structure of composition C23H24BrN3O2Pt.

Results
<S²>: 6.0735
HOMO (alpha / beta) (eV): -13.97 / -14.88
LUMO level (alpha / beta) (Ha): -0.2308 / -0.3728

The geometry in ORCA input format:
```
! wB97M-V def2-TZVPD RIJCOSX def2/J DEFGRID3
* xyz 2 5
C 3.256 1.715 -2.169
C 2.520 2.676 -1.486
H -1.604 2.175 5.230
C -2.569 -0.267 -2.364
N 0.746 0.452 0.898
H -4.246 2.065 -4.170
C -1.104 0.658 -4.032
C 1.582 0.983 -0.053
O -4.001 -1.219 -0.771
C 2.256 -2.386 -1.437
H 2.769 -0.982 1.585
H -0.148 0.707 -4.536
C 1.699 2.327 -0.430
C -0.204 2.680 3.675
H 0.008 -3.157 2.457
C -1.104 1.843 4.330
H 1.091 3.081 0.048
C -0.705 0.104 2.717
O -1.898 -1.995 -0.779
C -1.315 -0.227 -3.008
H 3.665 -0.380 -2.394
C -2.169 1.493 -4.440
H 3.308 -2.631 -1.605
H -2.916 -1.024 1.744
H 2.623 -2.705 1.160
H 3.971 -1.740 0.534
C -3.435 1.437 -3.827
H -0.541 -0.936 -2.748
H -2.639 -1.883 3.268
Br -1.878 2.701 -5.833
N 2.097 -1.370 -0.383
C 3.120 0.370 -1.835
C 0.014 -2.194 2.965
H -0.339 -2.344 3.990
C -1.342 0.556 3.850
C 0.456 2.244 2.550
H 3.923 2.002 -2.971
C 2.910 -1.719 0.799
H 1.826 -2.042 -2.376
C 0.190 0.965 2.014
C 2.294 0.003 -0.795
H -0.016 3.673 4.057
H 2.576 3.711 -1.795
C -2.267 -1.734 2.251
H 1.753 -3.301 -1.126
Pt -0.147 -1.262 0.037
H -4.583 0.499 -2.293
C -3.624 0.565 -2.788
H -2.317 -2.691 1.736
C -2.867 -1.239 -1.185
N -0.874 -1.256 2.250
H 1.026 -1.799 3.009
H -2.024 -0.085 4.391
H 1.195 2.882 2.086
*
```



DFT (ωB97M-V with the def2-TZVPD basis set) results for a cluster of 2 separate species, C3H4OSi in total.

Results
HOMO (eV): -10.38
LUMO level (Ha): 0.0365

The geometry in ORCA input format:
```
! wB97M-V def2-TZVPD RIJCOSX def2/J DEFGRID3
* xyz 0 1
C -2.743 1.217 -1.163
Si 1.311 -0.900 -0.176
O -1.702 0.824 -1.149
H 2.024 -0.218 -1.365
C 0.204 0.126 0.767
H 2.168 -1.821 0.772
H 0.444 -1.815 -0.807
H -1.186 1.632 1.836
C -0.520 0.955 1.286
*
```



DFT (ωB97M-V with the def2-TZVPD basis set) results for a cluster of 2 separate species, C2HClF2S in total.

Results
HOMO (alpha / beta) (eV): -9.23 / -9.52
LUMO level (alpha / beta) (Ha): -0.0533 / -0.0765

The geometry in ORCA input format:
```
! wB97M-V def2-TZVPD RIJCOSX def2/J DEFGRID3
* xyz 0 1
H -1.007 -0.461 1.784
C -0.224 0.266 -0.798
F 0.943 -1.351 0.386
S -0.560 -0.845 -1.921
Cl -1.062 1.807 -0.710
F 1.322 0.659 0.992
C 0.587 -0.075 0.267
*
```



DFT (ωB97M-V with the def2-TZVPD basis set) results for a cluster of 3 separate species, C19H37O13P in total.

Results
HOMO (eV): -9.89
LUMO level (Ha): 0.0172

The geometry in ORCA input format:
```
! wB97M-V def2-TZVPD RIJCOSX def2/J DEFGRID3
* xyz 0 1
C -9.147 3.676 4.909
C -9.273 4.925 2.950
H -1.971 -1.992 -0.898
C -4.576 1.231 0.514
H -1.723 -4.479 -0.897
H -4.297 1.178 -2.108
O -8.092 3.188 4.579
H 8.417 -3.945 -1.183
C 9.481 -3.534 -1.120
C 3.899 0.133 -1.287
C 3.015 0.337 0.026
C -3.846 0.372 -1.524
H -9.782 2.368 7.799
H 7.048 0.711 -1.098
H -0.353 -4.430 0.383
H -0.043 -3.875 -1.372
C 7.660 -1.364 -0.555
H 7.044 -2.339 -0.645
O 5.351 1.185 -4.193
C 0.942 -1.077 -3.463
O -9.810 3.426 6.051
H -9.935 5.643 2.464
O -0.810 0.167 -1.634
H -1.337 -1.511 -3.582
C -5.378 1.948 2.579
O 4.493 1.318 -1.936
C 1.492 0.776 -0.241
H 3.072 -0.569 0.740
C -0.812 -3.871 -0.516
H 10.036 -2.162 -2.801
H 1.434 1.719 -0.900
O 8.423 -1.279 -1.807
P 0.379 -0.570 -0.945
C -1.289 -2.403 -0.079
H -8.302 5.400 3.105
H -4.387 2.223 2.948
H 0.941 0.081 -3.508
H 9.852 -3.518 -0.037
O -9.863 4.564 4.198
H -0.218 -2.824 -4.283
H 10.479 -1.478 -1.138
C 5.234 -0.744 -1.219
H -8.184 2.871 7.225
H 10.142 -4.238 -1.760
C 6.557 -0.156 -0.526
C 5.159 0.676 -3.063
H -2.793 0.584 -1.320
C -0.384 -1.686 -4.187
H 3.355 -0.342 -2.196
O -4.045 2.295 0.304
H -1.966 -2.546 0.851
H -3.905 -0.549 -2.106
O -5.282 0.904 1.612
H -0.536 -1.231 -5.230
H 6.423 0.198 0.553
O -0.220 -1.511 0.337
H -9.059 1.521 6.422
H -5.889 2.818 2.159
H 8.362 -1.349 0.346
H -5.966 1.575 3.418
O 1.118 -1.579 -2.102
H 1.819 -1.390 -4.156
C 9.651 -2.043 -1.718
H 4.955 -1.772 -0.800
H -9.177 4.050 2.302
C -9.160 2.492 6.912
O -4.566 0.168 -0.307
O 5.580 -0.654 -2.651
H 3.505 1.209 0.615
H 1.058 1.076 0.792
*
```



DFT (ωB97M-V with the def2-TZVPD basis set) results for a structure of composition C10H14AsF6N3O10RuS3.

Results
<S²>: 0.7550
HOMO (alpha / beta) (eV): -13.15 / -12.91
LUMO level (alpha / beta) (Ha): -0.1309 / -0.1668

The geometry in ORCA input format:
```
! wB97M-V def2-TZVPD RIJCOSX def2/J DEFGRID3
* xyz 1 2
N 1.753 0.166 -1.097
F -0.278 -0.076 4.782
O 2.010 1.910 0.999
C -4.553 -0.757 -0.242
S 2.003 -0.146 3.542
H -2.144 -2.812 2.041
H -6.174 1.242 -2.439
C 4.718 2.178 1.385
H 0.160 -2.503 -1.833
H -3.863 2.072 -2.784
O -0.718 1.403 -0.381
Ru 0.541 0.167 0.640
F 4.832 2.386 0.076
F 1.196 1.337 5.510
S -1.397 1.368 -1.728
H 2.110 -1.850 -0.612
H 1.086 0.444 -1.820
C -5.357 0.803 -1.882
F 0.176 1.710 3.635
C -4.063 1.272 -2.085
N 2.998 1.023 3.145
As -1.891 -1.011 0.667
O 3.513 -0.020 0.907
H 2.056 -1.038 -3.568
S 3.158 1.207 1.602
H 3.438 -1.063 -1.422
H 2.429 -2.649 -2.931
F 4.681 3.333 2.022
O 1.295 -0.719 2.351
O -2.628 -2.444 1.287
O -0.717 0.405 -2.603
H 2.455 0.897 -1.042
H -4.746 -1.537 0.482
H -0.144 -1.156 -2.704
C 2.355 -1.151 -1.414
F 5.718 1.445 1.818
H 0.149 -2.611 -3.505
O -1.559 2.671 -2.269
C -5.601 -0.207 -0.972
C -3.014 0.722 -1.372
O 2.532 -1.110 4.431
C 1.890 -1.723 -2.737
O -0.450 -1.405 -0.184
C -3.259 -0.296 -0.441
C 0.670 0.778 4.435
H -6.608 -0.566 -0.811
N 0.423 -2.039 -2.709
O -1.177 -0.047 1.830
*
```



The records above give, respectively, F_max values of 0.0326; 0.0667; 0.0978; 0.0268; 0.0507; 0.0480; 0.1186; 0.0263 Eh/bohr.
The records above give, respectively, ΔE to the lowest compared entry with this formula, charge and spin values of 0.946; 1.888; 3.178; 1.237; 1.088; 3.943; 3.141; 0.000 eV.